Entry 1:
This record from the OMol25 dataset describes a structure of composition C25H33F17I4N4O4P. The level of theory is wB97M-V/def2-TZVPD.

Values from the calculation:
Charge = +1

Cartesian coordinates (Å):
C1 -0.38188 1.13753 2.54845
C2 -1.02703 2.58510 2.14326
I1 -0.14102 4.32725 3.22550
C3 -2.15703 2.79050 1.14768
I2 -2.75131 4.92020 0.96143
N1 -2.79415 1.62443 0.42000
C4 -4.27173 1.50296 0.85398
I3 -5.00717 -0.60301 0.70103
C5 -4.44470 1.87044 2.46024
C6 -5.78868 1.28560 3.18434
O1 -7.06423 1.54759 2.50316
C7 -5.29726 2.46895 0.03624
N2 -4.78006 3.08683 -1.23295
C8 -3.96772 1.99848 -1.89213
P1 -3.80141 2.43916 -3.73180
O2 -3.51707 3.97384 -4.01127
C9 -2.58947 1.62013 -1.08941
I4 -2.10544 -0.42505 -1.87574
C10 -1.25616 2.48296 -1.58642
C11 0.18692 1.86802 -1.00485
C12 1.30209 1.59968 -2.18281
F1 1.00116 0.45654 -3.07755
F2 1.35605 2.81147 -3.08579
C13 2.83962 1.40140 -1.64972
F3 3.27068 2.75426 -1.13217
F4 3.77121 1.13255 -2.80707
C14 3.03195 0.35673 -0.40704
F5 4.52521 0.23589 -0.20513
F6 2.52769 0.91343 0.90458
C15 2.50299 -1.17312 -0.68647
F7 1.02615 -1.32085 -0.73943
F8 2.99992 -1.59887 -2.04870
C16 3.15549 -2.30013 0.35886
F9 4.47405 -2.70259 -0.25982
F10 3.48372 -1.75093 1.69279
C17 2.27114 -3.67509 0.47566
F11 3.23678 -4.74977 0.91884
F12 1.75039 -4.16595 -0.85315
C18 1.08421 -3.64856 1.60494
F13 1.66963 -4.27635 2.84208
F14 0.61282 -2.30200 1.99774
C19 -0.24429 -4.52616 1.19200
F15 -1.03287 -3.82683 0.10983
F16 0.09398 -5.92988 0.83325
F17 -1.15587 -4.49569 2.39645
H1 0.77239 1.30561 2.72731
H2 -0.49547 0.29257 1.74539
H3 -0.81750 0.81100 3.61093
H4 -2.39256 0.68588 0.72629
H5 -3.54294 1.45632 3.12659
H6 -4.46675 3.04667 2.66557
H7 -5.69037 0.15634 3.56291
H8 -5.86926 1.90004 4.20863
H9 -7.50817 0.65361 2.36778
H10 -6.26911 1.84993 -0.25226
H11 -5.66545 3.32446 0.76955
H12 -5.53130 3.46114 -1.85353
H13 -4.64665 1.01674 -1.86135
H14 -4.96512 2.00227 -4.47498
H15 -2.66745 1.69558 -4.28507
H16 -1.35722 3.63730 -1.43149
H17 -1.12918 2.33489 -2.76593
H18 0.04438 0.99103 -0.24590
H19 0.63163 2.76977 -0.35832
C20 2.25578 -6.92758 -5.99158
C21 0.89124 -6.61090 -5.44612
O3 -0.13865 -6.93504 -6.03108
N3 0.81883 -5.94004 -4.25974
C22 1.90905 -5.47905 -3.43203
H20 2.15766 -7.46289 -6.93997
H21 2.80863 -6.00178 -6.17222
H22 2.79894 -7.56512 -5.28878
H23 -0.13103 -5.76207 -3.95530
H24 1.81118 -5.94674 -2.44972
H25 1.82079 -4.39542 -3.32634
H26 2.88565 -5.72321 -3.85343
C23 5.18850 2.60471 2.87155
C24 3.82397 2.92138 3.41701
O4 2.79407 2.59725 2.83205
N4 3.75156 3.59224 4.60339
C25 4.84177 4.05323 5.43110
H27 5.09039 2.06940 1.92316
H28 5.74135 3.53051 2.69091
H29 5.73167 1.96716 3.57435
H30 2.80170 3.77022 4.90783
H31 4.74390 3.58555 6.41341
H32 4.75351 5.13687 5.53679
H33 5.81837 3.80908 5.00971

Entry 2:
This record from the OMol25 dataset describes a cluster of 2 separate species, C25H33FNO7 in total. The level of theory is wB97M-V/def2-TZVPD.

Values from the calculation:
Charge = -1

Cartesian coordinates (Å):
C1 4.65177 -2.59892 0.66280
C2 4.96132 -1.36882 1.46290
O1 5.55600 -1.36386 2.51132
O2 4.52055 -0.25241 0.86269
C3 4.54195 0.94910 1.63721
C4 3.54202 1.92374 1.03005
C5 3.62183 2.03659 -0.50188
C6 2.25961 2.16083 -1.18988
C7 1.63687 3.57430 -1.24160
C8 0.28546 3.67555 -0.53833
C9 0.35984 3.79286 0.98054
C10 -0.99453 3.55367 1.66967
C11 -1.59034 2.20514 1.31330
C12 -0.71559 1.12210 1.24361
C13 -1.19134 -0.10534 0.86304
C14 -2.51727 -0.29586 0.55060
C15 -3.41343 0.73844 0.65350
C16 -2.94864 1.99431 1.04412
C17 -4.00623 3.07127 1.10367
C18 -4.23350 3.72486 -0.25466
F1 -3.73689 4.04471 2.06454
C19 -2.68471 -1.72635 0.16078
O3 -3.57966 -2.20157 -0.47918
N1 -1.52753 -2.38456 0.61881
C20 -1.17702 -3.69192 0.03531
C21 -2.31514 -4.69550 0.27184
C22 -2.06846 -5.80573 1.18905
O4 -2.89444 -4.65403 1.56134
C23 -0.50087 -1.41628 0.70778
O5 0.67708 -1.63178 0.61659
H1 5.48843 -2.78773 -0.00783
H2 3.73977 -2.48348 0.08529
H3 4.55117 -3.42653 1.35701
H4 4.25890 0.71539 2.66151
H5 5.54716 1.37190 1.66102
H6 3.74131 2.89787 1.47622
H7 2.54630 1.57667 1.30311
H8 4.20129 2.92536 -0.76551
H9 4.14541 1.18016 -0.91609
H10 2.38191 1.81229 -2.21521
H11 1.55211 1.46902 -0.72718
H12 1.45861 3.80552 -2.29340
H13 2.33215 4.33783 -0.88394
H14 -0.32079 2.82837 -0.86166
H15 -0.23250 4.56976 -0.89952
H16 1.13840 3.17282 1.41974
H17 0.64408 4.82635 1.19624
H18 -1.65030 4.37363 1.39817
H19 -0.83671 3.55437 2.74927
H20 0.33395 1.23866 1.46861
H21 -4.45948 0.57858 0.42642
H22 -4.92665 2.58127 1.42354
H23 -3.33682 3.68894 -0.87054
H24 -4.99685 3.16066 -0.78946
H25 -4.58539 4.74797 -0.14843
H26 -0.28209 -4.07486 0.50860
H27 -1.06805 -3.61961 -1.04417
H28 -2.94743 -4.89839 -0.58708
H29 -2.71819 -6.66952 1.17466
H30 -1.12623 -5.84994 1.71900
C24 -1.39799 -4.14495 -4.72862
C25 -1.15425 -5.13091 -3.56016
O6 -0.30612 -4.78116 -2.69991
O7 -1.83276 -6.17783 -3.58528
H31 -0.77263 -3.25614 -4.63675
H32 -1.18020 -4.64047 -5.67690
H33 -2.44820 -3.84637 -4.74025

| no. | E_HOMO (eV) | F_max (eV Å⁻¹) |
| --- | --- | --- |
| 1 | -10.8 | 6.23 |
| 2 | -4.3 | 1.47 |